# 1
C6H9N | ωB97M-V/def2-TZVPD

Positions of all 16 atoms, in Å:
C1 1.37 -0.84 0.80
C2 1.26 0.09 -0.39
C3 0.26 -0.09 -1.48
C4 0.10 1.07 -0.52
C5 -1.05 0.90 0.35
N1 -1.91 1.43 1.10
C6 -2.07 -0.04 0.73
H1 0.39 -1.19 1.13
H2 1.97 -1.72 0.54
H3 1.84 -0.34 1.64
H4 2.21 0.51 -0.71
H5 0.53 0.11 -2.51
H6 -0.48 -0.88 -1.35
H7 0.33 2.08 -0.85
H8 -2.86 -0.29 0.02
H9 -1.89 -0.79 1.50

As for the frontier orbital gap: 10.71 eV. The net charge is 0. Its energy above the lowest of the compared OMol25 structures with the same formula, charge and spin is 63.8 kcal per mole. The value obtained for the LUMO energy is 1.1 eV. Its calculated total energy is -288.680367 a.u. For the HOMO energy, the calculation gives -9.64 eV.

natural (NBO) atomic charge list, values in e, 6 entries:
1 C -0.61
2 C -0.19
3 C -0.39
4 C -0.31
5 C 0.25
6 N -0.32


# 2
C5H8N2 | ωB97M-V/def2-TZVPD

Positions of all 15 atoms, in Å:
C1 -0.68 1.39 0.03
C2 -0.27 -0.06 -0.01
C3 -1.27 -1.03 0.58
N1 0.34 -0.63 -1.20
C4 1.15 -0.56 0.03
C5 2.38 0.19 -0.08
N2 3.43 0.64 -0.28
H1 -1.06 1.66 1.02
H2 -1.51 1.54 -0.68
H3 0.12 2.09 -0.23
H4 -2.19 -1.00 -0.02
H5 -0.88 -2.05 0.52
H6 -1.52 -0.80 1.62
H7 0.66 0.11 -1.83
H8 1.31 -1.51 0.54

As for the frontier orbital gap: 10.80 eV. The net charge is 0. Its energy above the lowest of the compared OMol25 structures with the same formula, charge and spin is 31.8 kcal per mole. The value obtained for the LUMO energy is 0.9 eV. Its calculated total energy is -304.784739 a.u. For the HOMO energy, the calculation gives -9.95 eV.

natural (NBO) atomic charge list, values in e, 6 entries:
1 C -0.63
2 C 0.12
3 C -0.61
4 N -0.55
5 C -0.21
6 C 0.26


# 3
C3H5NO2 | ωB97M-V/def2-TZVPD

Positions of all 11 atoms, in Å:
N1 -2.20 -0.44 -0.23
C1 -0.90 -0.34 -0.42
O1 -0.43 0.72 0.28
C2 0.89 0.36 0.66
C3 1.75 0.11 -0.57
O2 2.67 -0.67 -0.57
H1 -2.65 -1.26 -0.59
H2 -2.73 0.19 0.37
H3 0.86 -0.56 1.25
H4 1.28 1.17 1.28
H5 1.48 0.72 -1.45

As for the frontier orbital gap: 9.97 eV. The net charge is 0. Its energy above the lowest of the compared OMol25 structures with the same formula, charge and spin is 66.4 kcal per mole. The value obtained for the LUMO energy is 0.9 eV. Its calculated total energy is -322.468488 a.u. For the HOMO energy, the calculation gives -9.05 eV.

natural (NBO) atomic charge list, values in e, 6 entries:
1 N -0.79
2 C 0.29
3 O -0.55
4 C -0.18
5 C 0.42
6 O -0.51


# 4
C4H5I3O | ωB97M-V/def2-TZVPD

Positions of all 13 atoms, in Å:
C1 0.14 -0.69 0.27
C2 0.26 0.71 0.76
C3 1.15 -0.87 -0.83
C4 2.46 0.68 0.31
O1 1.59 1.05 1.16
I1 2.11 -2.71 -0.96
I2 4.08 -0.33 1.29
I3 2.80 2.27 -1.25
H1 0.44 -1.11 1.22
H2 -0.90 -0.67 0.00
H3 0.10 1.42 -0.07
H4 -0.39 0.99 1.72
H5 0.82 -0.35 -1.73

As for the frontier orbital gap: 7.58 eV. The net charge is 0. Its energy above the lowest of the compared OMol25 structures with the same formula, charge and spin is 44.1 kcal per mole. The value obtained for the LUMO energy is -0.8 eV. Its calculated total energy is -1123.605036 a.u. For the HOMO energy, the calculation gives -8.40 eV.

natural (NBO) atomic charge list, values in e, 6 entries:
1 C -0.54
2 C -0.06
3 C -0.36
4 C -0.02
5 O -0.59
6 I 0.21


> Look up the net charge of the third one.

0